w | Here is 3 unconnected molecules or ions with the total composition C6H16N from the Open Molecules 2025 dataset. Energies are from the ωB97M-V functional and the def2-TZVPD basis.

Total charge   +1
M   102.20 g mol⁻¹

Atoms and positions in Å:
H 2.064 -1.864 -1.831
C 1.060 -0.124 1.699
H -0.539 1.724 -1.184
C -0.780 0.748 -1.177
C 0.836 0.495 0.368
H 0.013 1.100 3.235
N -3.856 0.004 -1.940
H -3.602 0.582 -2.718
H 1.698 0.355 -1.729
H -4.466 -0.758 -2.151
C 1.315 -0.104 -0.787
C 1.001 0.653 2.976
H 0.242 -0.831 1.758
H -4.334 0.591 -1.242
H 1.292 -0.042 3.794
H 0.620 -2.196 -0.917
H -1.458 0.297 -0.464
C 1.511 -1.594 -0.826
H 0.659 1.565 0.519
H 1.805 1.336 3.106
H 2.035 -0.596 1.935
H -0.783 0.353 -2.120
H 2.081 -2.094 0.070

x | Here is 2 unconnected molecules or ions with the total composition C6H16N from the Open Molecules 2025 dataset. Energies are from the ωB97M-V functional and the def2-TZVPD basis.

Total charge   +1
M   102.20 g mol⁻¹

Atoms and positions in Å:
H 0.429 1.484 -0.060
H 0.458 0.021 2.128
H -0.529 1.252 2.868
H -1.984 -0.150 -1.302
H 1.181 -2.516 -2.517
C 0.324 1.890 0.955
H 1.552 2.909 2.396
H 1.291 -1.382 -0.526
C -1.914 -1.227 -1.466
C -0.493 -1.669 -1.561
H -2.403 -1.729 -0.627
C 0.153 -2.189 -2.581
H -0.372 -2.359 -3.507
H -2.446 -1.480 -2.378
N 0.290 -1.403 -0.320
H -0.398 2.701 0.862
H -1.165 0.400 1.519
H 0.031 -0.496 0.095
H 2.374 1.612 1.555
C 1.670 2.435 1.425
H 0.086 -2.077 0.423
H 2.101 3.134 0.714
C -0.236 0.839 1.906

It is x that is most stable; the runner-up trails by 3.692 eV.

w | Here is C2H4FPS in the gas phase from the Open Molecules 2025 dataset. Energies are from the ωB97M-V functional and the def2-TZVPD basis.

SMILES   C/C=P/SF
M   110.09 g mol⁻¹

Atoms and positions in Å:
H -0.034 0.458 1.053
H 1.521 1.152 -0.691
H -0.762 0.089 -0.444
C -0.005 -0.237 0.166
P 2.555 -1.243 0.155
S 4.257 -0.065 -0.175
H -0.077 -1.261 0.456
F 3.615 1.445 0.216
C 1.255 0.116 -0.411

x | Here is 2 unconnected molecules or ions with the total composition C2H4FPS from the Open Molecules 2025 dataset. Energies are from the ωB97M-V functional and the def2-TZVPD basis.

SMILES   FC#P.CS
M   110.09 g mol⁻¹

Atoms and positions in Å:
S 0.469 -0.965 1.377
C -1.025 2.187 -0.141
F -1.117 1.598 -1.286
H 0.371 -0.342 -1.010
H 1.775 -0.471 1.416
H 0.921 -1.938 -0.806
C 0.304 -1.220 -0.429
H -0.740 -1.567 -0.437
P -0.959 2.717 1.316

It is x that is most stable; the runner-up trails by 0.167 eV.